No. 1
18
Properties=species:S:1:pos:R:3:forces:R:3:mulliken_charge:R:1 method="wB97M-V/def2-TZVPD" multiplicity=11 e_lumo_ev="-16.1 / -20.5" orbital_gap_ev="8.485 / 3.880" mol_weight_g_mol=575.24 total_charge=+4
Ir 1.1426 1.5327 -3.2197 3.1 0.0 3.2 0.972
Eu -0.2040 0.5208 -1.0661 -2.0 0.2 1.1 1.267
Cl 1.2339 2.9301 -1.0497 -0.1 -1.3 -1.7 -0.253
Cl 2.1591 -0.6003 -2.3694 0.2 0.9 -0.5 0.115
C -0.6958 -2.0539 -0.5852 -1.4 -3.5 0.6 -0.032
C 0.2981 3.0864 -3.8244 -3.1 7.3 -4.6 0.462
C 1.0540 0.5816 -4.8304 -0.2 -2.6 -8.5 0.416
O -1.0694 -3.0913 -0.3096 1.1 2.7 -0.7 0.077
O -0.1408 4.0421 -4.3390 2.3 -5.4 3.2 -0.079
O 1.0429 0.1329 -5.9047 0.0 2.0 5.6 -0.081
N -0.3627 -2.0681 3.4150 0.3 0.8 -1.4 -0.281
C -0.5405 -0.7949 3.0777 -0.5 -1.7 2.9 0.997
N -1.0129 0.0844 3.9442 0.2 1.3 -1.6 -0.305
S -0.0932 -0.1226 1.5322 0.4 -0.4 1.4 -0.267
H -0.4832 -2.4508 4.3611 -0.2 0.3 -0.3 0.289
H -0.0138 -2.6969 2.6990 0.1 -0.2 0.5 0.202
H -1.1072 1.0194 3.5254 -0.4 -0.2 1.1 0.204
H -1.2070 -0.0517 4.9438 0.1 -0.1 -0.2 0.297



No. 2
38
Properties=species:S:1:pos:R:3:forces:R:3:mulliken_charge:R:1 method="wB97M-V/def2-TZVPD" e_lumo_ev=-0.1 orbital_gap_ev=8.633 mol_weight_g_mol=330.36
C -4.7948 -1.3301 1.7362 -0.1 3.5 -0.4 -0.945
C -4.8052 -1.0496 0.1590 -6.3 0.0 -0.8 -0.190
H -5.0432 0.1047 -0.0297 0.6 -2.8 0.1 0.296
H -5.6538 -1.7092 -0.3359 1.2 1.6 1.3 0.299
O -3.7125 -1.5219 -0.6766 0.0 3.0 3.4 -0.322
C -2.8268 -0.5226 -0.4297 3.1 0.6 -2.7 0.560
O -2.9497 0.5078 0.2307 0.4 -2.5 -1.2 -0.572
C -1.5494 -0.9066 -1.3140 -0.1 -1.0 5.3 -0.647
C -0.6604 0.2606 -1.6456 4.2 -5.3 7.8 -0.393
C -0.3996 1.1480 -0.3996 -4.0 3.1 -6.2 0.505
O -0.0107 1.0143 0.6716 1.5 -2.1 3.2 -0.417
O -0.8701 2.5215 -0.7873 1.4 -6.3 -2.1 -0.337
C -0.5670 3.2301 0.2312 -1.5 11.0 7.1 -0.195
C 0.8684 3.9957 0.4303 -0.5 -10.0 -9.0 -0.946
H 1.1373 4.2738 -0.7075 0.0 -0.1 3.1 0.213
H 1.4485 3.0697 0.8044 0.2 1.5 -1.2 -0.023
H 0.9643 4.5416 1.1798 0.0 5.9 6.0 0.577
H -0.9176 2.9175 1.3825 0.5 0.3 -3.3 0.213
H -1.1762 4.3200 0.0116 0.7 -2.9 0.8 0.220
H -0.9815 0.8219 -2.3154 -2.8 5.0 -6.2 0.738
S 1.0292 -0.3733 -2.0018 0.4 0.3 1.7 -0.200
P 1.8266 -0.5515 0.1830 6.1 0.2 -4.7 0.952
O 1.0633 -1.5932 0.9295 -2.2 -2.2 2.3 -0.334
C 0.4940 -1.3710 2.3358 -7.0 -5.4 -7.8 -0.689
H -0.5019 -0.9906 1.8546 1.1 -0.9 2.9 0.194
H 0.7724 -2.2979 2.7536 -1.2 -1.3 0.9 0.297
H 1.1105 -0.7699 2.6066 6.3 8.2 4.3 0.431
S 2.9361 0.8692 1.0369 -1.2 -1.2 -0.5 -0.430
O 2.8941 -1.7007 -0.5720 -0.3 1.5 0.4 -0.419
C 4.1682 -2.1601 0.0604 0.2 5.9 -3.5 -0.753
H 4.6063 -1.1953 0.5040 -0.5 -2.0 0.3 0.334
H 3.8534 -2.9630 0.5431 -0.5 -3.3 3.2 0.296
H 4.8504 -2.4347 -0.7590 -0.4 0.0 0.1 0.207
H -1.0343 -1.7320 -0.5261 -0.8 2.4 -2.0 0.061
H -1.8332 -1.5671 -2.0733 -0.5 -0.5 -1.6 0.600
H -4.0620 -0.4738 2.1409 -1.1 -2.7 -0.4 0.225
H -4.5264 -2.3585 1.6409 0.7 -0.8 1.5 0.305
H -5.8066 -1.1340 2.3952 2.2 -0.7 -2.4 0.290



No. 3
73
Properties=species:S:1:pos:R:3:forces:R:3:mulliken_charge:R:1 method="wB97M-V/def2-TZVPD" multiplicity=4 e_lumo_ev="0.4 / 0.4" orbital_gap_ev="6.588 / 8.347" mol_weight_g_mol=703.52
V -0.0148 -0.3662 0.0657 0.5 0.9 -0.6 0.269
C -5.6419 -1.8039 0.4922 0.0 0.0 -0.1 -1.146
C -4.3794 -2.3245 1.1626 0.1 -0.2 -0.2 -0.865
N -3.4837 -3.0133 0.2295 -0.1 0.0 0.1 0.366
C -3.7194 -4.4509 0.0598 0.1 0.1 0.1 -0.674
C -2.9258 -5.2886 1.0527 0.0 0.0 0.0 -1.013
C -2.4582 -2.4095 -0.3806 0.0 -0.3 -0.1 0.542
S -2.3432 -0.6808 -0.3213 -0.7 -0.2 -0.2 -0.635
N -1.6728 -3.2433 -1.0980 -0.3 0.2 0.0 -0.287
C -0.4522 -2.9401 -1.4751 0.4 0.0 0.0 -0.231
O 0.2764 -2.0068 -1.0510 0.2 -0.4 -0.4 0.157
C 0.2034 -3.8490 -2.4801 -0.1 0.1 0.1 0.488
C 1.5553 -3.6709 -2.7488 0.2 -0.1 -0.1 -0.366
C 2.1999 -4.4764 -3.6795 -0.1 0.0 0.1 -0.932
C 1.4894 -5.4657 -4.3486 0.0 0.0 0.0 -0.390
C 0.1380 -5.6460 -4.0804 0.0 0.0 0.1 -0.697
C -0.5028 -4.8413 -3.1472 -0.1 -0.1 -0.1 -0.158
H -6.2970 -1.3352 1.2330 0.1 0.0 -0.1 0.407
H -6.2028 -2.6110 0.0087 0.1 0.1 0.1 0.329
H -5.3830 -1.0612 -0.2658 0.0 0.0 0.1 0.260
H -4.6282 -3.0477 1.9403 0.0 0.0 0.0 0.472
H -3.8203 -1.5244 1.6322 0.1 0.1 0.1 0.344
H -3.4576 -4.7261 -0.9571 0.0 0.0 0.0 0.331
H -4.7897 -4.6118 0.1904 -0.1 0.0 0.0 0.433
H -1.8585 -5.1265 0.9013 0.0 0.0 0.0 0.214
H -3.1423 -6.3514 0.9130 0.0 0.1 0.0 0.400
H -3.1723 -5.0189 2.0824 0.0 0.0 -0.1 0.290
H 2.0906 -2.9013 -2.2063 0.0 0.0 0.0 0.580
H 3.2559 -4.3361 -3.8813 0.0 0.0 0.0 0.383
H 1.9878 -6.0942 -5.0764 0.0 0.0 0.0 0.383
H -0.4183 -6.4163 -4.5981 0.0 0.0 0.0 0.410
H -1.5561 -4.9686 -2.9267 0.1 0.0 0.0 0.421
O 4.8185 0.7886 -2.4122 0.2 0.0 -0.1 -0.560
C 3.4944 0.8996 -2.2021 0.1 0.1 0.1 1.199
C 2.5601 0.0614 -2.7810 -0.1 -0.2 -0.2 -0.627
C 1.2376 0.2282 -2.4353 -0.1 0.3 0.0 -0.515
N 0.7983 1.1462 -1.5504 0.3 0.2 -0.4 -0.511
C 1.7152 2.0205 -1.1376 -0.1 -0.1 0.1 0.066
Br 1.1449 3.5404 -0.1479 0.0 0.0 -0.1 -0.145
C 3.0623 1.9427 -1.3985 0.0 0.1 0.0 -0.597
H 4.9942 0.0318 -2.9821 0.0 0.0 0.0 0.294
H 2.8484 -0.7097 -3.4865 0.0 0.0 0.0 0.351
H 0.4755 -0.3828 -2.8914 -0.1 -0.2 0.1 0.543
H 3.7587 2.6662 -1.0013 0.0 0.0 0.0 0.453
C 4.0183 -1.8634 2.2753 -0.2 -0.1 0.1 -0.893
N 2.5756 -1.9887 2.4556 0.0 0.0 0.0 0.451
C 2.0204 -2.6381 3.5413 0.3 0.0 -0.1 -0.348
C 0.7006 -2.7034 3.7366 -0.1 0.0 0.0 -0.926
C -0.2123 -2.0686 2.7811 0.3 0.1 -0.2 0.292
O -1.4253 -2.0897 2.9218 0.0 0.0 -0.1 -0.681
N 0.4027 -1.4355 1.7034 0.2 -1.0 1.4 0.828
C 1.7330 -1.3656 1.5602 0.1 0.0 -0.1 -0.490
O 2.2061 -0.6862 0.5996 -0.5 -0.2 0.5 -0.439
H 4.5098 -2.5383 2.9713 0.0 0.0 0.0 0.352
H 4.3559 -0.8453 2.4603 0.0 0.1 0.0 0.272
H 4.2936 -2.1263 1.2595 0.0 0.0 -0.1 0.268
H 2.7324 -3.0885 4.2217 0.0 0.0 0.0 0.365
H 0.2865 -3.2226 4.5900 0.0 0.1 -0.1 0.468
N -1.8071 2.7477 2.3227 0.1 0.1 0.1 -0.061
C -1.5721 1.9550 1.2528 0.0 -0.1 0.1 -0.807
N -0.4523 1.2879 1.3420 -0.1 0.6 0.8 0.697
C 0.1106 1.6986 2.5650 0.2 -0.3 -0.4 0.028
C 1.3414 1.3943 3.1465 0.1 -0.1 0.0 0.202
C 1.6373 1.9596 4.3717 0.0 0.0 0.0 -0.824
C 0.7426 2.8305 5.0178 0.0 0.0 0.0 -0.483
C -0.4590 3.1762 4.4318 0.0 0.0 0.0 -1.145
C -0.7361 2.6017 3.1952 -0.4 0.1 -0.1 0.561
H -2.6060 3.3441 2.4396 0.0 0.0 0.0 0.209
H -2.2608 1.8977 0.4249 0.0 0.0 0.0 0.585
H 2.0606 0.7671 2.6369 -0.1 0.0 0.0 0.248
H 2.5875 1.7339 4.8430 -0.1 0.0 0.0 0.429
H 1.0048 3.2458 5.9838 0.0 0.0 -0.1 0.387
H -1.1475 3.8651 4.9090 0.1 -0.1 0.0 0.424



No. 4
146
Properties=species:S:1:pos:R:3:forces:R:3:mulliken_charge:R:1 method="wB97M-V/def2-TZVPD" e_lumo_ev=-2.4 orbital_gap_ev=8.160 mol_weight_g_mol=1118.78 total_charge=+1
C -4.8825 2.5830 -6.0218 0.5 -0.5 0.4 -1.144
C -3.3919 1.9816 -6.0873 -1.5 -0.2 -0.6 0.496
O -2.4252 3.0614 -5.9245 1.6 -1.9 0.9 -0.392
C -1.1403 2.4307 -5.8745 2.4 -1.0 -3.1 0.283
O -0.5631 2.0634 -6.9323 -2.5 1.5 3.9 -0.567
C -0.3940 2.1185 -4.4986 -0.7 0.2 0.5 -0.412
C -1.2926 2.4732 -3.1839 0.7 -0.2 -1.3 0.916
C -0.7203 1.6309 -1.9470 1.2 1.7 0.0 -1.125
C -1.7408 0.7752 -1.0920 0.8 -1.0 0.3 0.982
C -2.2554 -0.3347 -2.1280 0.1 -1.6 -0.4 -1.121
C -1.2126 -1.4698 -2.5441 -0.5 -1.0 -1.3 0.243
C -1.9264 -2.3252 -3.7402 0.4 1.1 0.0 -1.148
C -1.8508 -1.5365 -5.1512 -0.7 0.3 -0.4 0.611
N -0.7143 -1.9672 -6.0109 -0.3 0.0 0.4 -0.712
N -3.0771 1.3718 -0.6152 -2.6 -1.1 -0.5 -0.225
P -3.2943 3.1447 -0.5178 1.0 3.4 -0.4 0.186
C -4.3277 3.7293 0.9399 -0.7 0.4 1.2 -0.632
C -3.4208 4.2915 2.1759 -1.1 0.0 -0.6 -0.860
C -4.3529 3.6071 -2.0580 -1.7 0.0 0.3 -0.281
C -3.9215 5.0346 -2.6515 0.3 0.4 1.2 -1.000
C -3.6005 0.4830 0.5130 -1.8 -3.4 0.5 -0.664
C -2.4203 -0.4579 1.1570 0.4 1.6 -0.9 -1.090
I -2.7559 -2.5872 0.5973 0.1 0.7 -0.4 0.187
C -2.3351 -0.6220 2.7502 -0.7 -0.1 1.5 -0.480
C -3.3051 0.3672 3.6027 -0.8 -0.7 -0.5 -0.010
C -4.7658 -0.2962 3.8710 1.2 0.4 -0.4 -1.037
I -2.3024 0.6298 5.5573 -0.5 0.2 -1.0 0.121
C -1.1917 0.3041 0.3744 1.6 -1.5 -0.1 1.358
B 0.2911 -0.4056 0.4316 1.3 -0.2 -0.5 0.158
O 1.4463 0.3763 -0.0461 -2.2 -1.1 -0.5 -0.991
N 0.5817 -1.7954 0.8943 0.4 0.4 0.1 0.161
C 1.4423 -2.5613 -0.0578 0.4 -1.4 -0.2 -0.805
C 1.3016 -1.8518 2.1990 1.1 -0.2 1.2 -0.802
P -0.8918 1.7090 1.6787 -0.2 1.6 1.4 -0.230
N 0.4983 1.2020 2.6864 -0.2 1.4 -1.9 -0.223
O -0.3969 3.1773 0.9939 0.7 -1.3 0.3 -0.586
H -5.4731 1.9913 -5.2459 0.6 0.8 -1.1 0.276
H -5.3888 2.4483 -7.0343 0.6 0.5 1.5 0.315
H -4.8460 3.6688 -5.6746 -0.1 -1.4 -0.7 0.206
H -3.2303 1.5388 -7.1252 -0.1 0.3 1.5 0.472
H -3.2849 1.1761 -5.2686 0.1 1.2 -1.2 -0.325
H 0.6208 2.6661 -4.4430 -1.7 -0.7 -0.4 0.402
H -0.1255 0.9963 -4.5295 -0.5 1.7 -0.1 0.122
H -1.1766 3.6055 -3.0478 -0.4 -1.8 0.2 0.424
H -2.3694 2.2419 -3.4772 1.4 0.4 0.6 -0.923
H 0.0738 0.9218 -2.3977 -1.6 0.7 1.0 0.458
H -0.0734 2.3783 -1.3496 -1.3 -1.4 -0.5 0.397
H -3.2008 -0.9102 -1.7850 1.6 0.9 -0.1 0.699
H -2.6127 0.1341 -3.1265 0.8 -0.2 1.7 -0.202
H -0.2309 -1.1054 -2.9912 -1.2 -0.1 0.7 0.242
H -0.9643 -2.2310 -1.7368 -0.5 1.4 -0.7 -0.206
H -3.0301 -2.4131 -3.4464 1.5 -0.3 -0.5 0.246
H -1.3985 -3.3388 -3.8231 -1.0 1.4 0.0 0.519
H -1.7368 -0.3943 -5.0060 -0.1 -1.8 0.0 -0.629
H -2.8364 -1.6596 -5.7418 1.1 0.1 1.1 0.248
H -0.8553 -2.9393 -6.3137 0.1 0.7 0.1 0.252
H -0.6174 -1.3695 -6.8473 -0.2 -0.5 0.7 0.247
H -3.7673 1.1187 -1.3594 0.8 0.3 0.4 0.730
H -4.9009 4.6658 0.5712 0.9 -1.6 0.1 0.384
H -5.1358 3.0113 1.3094 1.0 0.9 -0.5 0.480
H -4.1483 4.8384 2.8654 1.0 -0.7 -0.9 0.426
H -2.9196 3.4640 2.7717 -0.4 1.2 -1.0 0.061
H -2.7113 5.0635 1.7342 -0.6 -1.2 0.8 0.341
H -4.4087 2.7644 -2.8261 0.3 1.1 0.9 0.028
H -5.4332 3.7418 -1.6626 1.5 -0.4 -0.8 0.603
H -4.2123 5.8180 -1.8513 0.4 -1.2 -1.3 0.346
H -4.4832 5.3331 -3.5983 0.9 -0.7 1.2 0.344
H -2.7795 5.1302 -2.7504 -1.8 -0.3 -0.2 0.175
H -4.3745 0.9474 1.2005 1.6 0.1 -0.7 0.444
H -4.2408 -0.3400 0.0095 0.8 1.6 0.5 0.200
H -2.7230 -1.6682 3.0539 0.7 1.7 -0.6 0.619
H -1.2592 -0.6185 3.1707 -1.7 0.3 -1.1 -0.057
H -3.4790 1.3714 3.0945 0.7 -1.2 1.0 -0.061
H -5.1541 -0.6162 2.8460 0.3 0.3 1.3 0.265
H -4.6318 -1.2176 4.5326 -0.4 1.3 -0.9 0.388
H -5.4630 0.4865 4.3263 1.0 -1.3 -0.5 0.363
H 1.5934 0.0455 -0.9603 0.4 0.4 0.7 0.323
H 2.5319 -2.2207 -0.1035 -1.3 -0.2 0.2 0.387
H 1.0490 -2.6152 -1.1252 0.3 0.3 1.4 0.212
H 1.4677 -3.6484 0.3360 0.0 1.7 -0.7 -0.037
H 2.3291 -1.3360 2.0936 -1.4 -0.6 0.3 0.253
H 0.7575 -1.3671 3.0728 0.5 -0.5 -1.4 0.204
H 1.5450 -2.9319 2.5342 -0.6 1.5 -0.9 0.242
H 0.4370 1.6371 3.6214 -0.4 -0.3 -0.6 0.257
H 1.3149 1.6807 2.2446 -0.3 -0.9 0.5 0.279
H 0.4909 3.4747 1.2942 -0.6 -0.4 -0.3 0.329
C 5.7623 1.4622 3.9597 0.0 0.1 0.0 -1.137
C 5.1382 1.4080 5.3487 0.4 0.0 -0.2 -0.483
C 3.6192 1.2321 5.3185 0.1 -0.1 0.4 -0.066
C 2.9343 2.3977 4.7505 -0.2 0.1 -0.1 0.278
N 2.3966 3.3129 4.3021 0.1 -0.4 0.1 -0.510
H 5.4152 2.3341 3.3990 0.0 -0.1 0.0 0.338
H 6.8498 1.5294 4.0386 -0.1 0.0 -0.1 0.339
H 5.5197 0.5642 3.3849 0.0 0.1 0.0 0.283
H 5.4030 2.3161 5.8993 -0.1 -0.1 0.0 0.310
H 5.5757 0.5658 5.8935 -0.2 0.1 0.0 0.331
H 3.2607 1.0755 6.3408 -0.1 0.1 -0.1 0.239
H 3.3571 0.3340 4.7507 -0.1 0.2 -0.1 0.098
C 5.0591 -2.8797 -2.9363 0.0 0.1 0.0 -0.746
C 6.2834 -3.6262 -2.4206 -0.1 0.3 -0.2 -0.479
C 5.9327 -4.9229 -1.6888 0.4 0.0 -0.1 -0.422
C 5.2080 -4.6776 -0.4383 -0.2 -0.1 0.1 0.260
N 4.6364 -4.4863 0.5420 0.1 0.1 -0.3 -0.440
H 4.4196 -2.5450 -2.1150 0.0 0.0 0.0 0.017
H 5.3670 -1.9952 -3.4990 -0.1 0.0 0.1 0.318
H 4.4641 -3.5128 -3.6003 0.0 0.0 0.0 0.326
H 6.8593 -2.9655 -1.7648 0.0 -0.2 0.0 0.307
H 6.9262 -3.8694 -3.2723 0.0 -0.1 0.2 0.327
H 6.8574 -5.4621 -1.4613 -0.2 0.0 0.1 0.314
H 5.3406 -5.5725 -2.3403 -0.1 0.1 0.2 0.279
C -1.9218 -0.7714 11.0866 0.0 0.0 0.1 -1.135
C -1.9970 0.3107 10.0166 -0.3 -0.1 0.3 -0.555
C -0.9718 0.1213 8.8978 -0.2 0.2 0.0 0.270
C 0.4065 0.2914 9.3683 0.2 -0.1 -0.1 0.121
N 1.4885 0.4218 9.7371 -0.3 0.0 -0.1 -0.447
H -0.9635 -0.7488 11.6115 0.0 0.0 -0.1 0.334
H -2.7103 -0.6223 11.8279 0.1 0.0 -0.1 0.333
H -2.0518 -1.7653 10.6498 0.0 0.0 0.0 0.309
H -1.8688 1.2915 10.4852 0.0 -0.1 -0.2 0.320
H -2.9996 0.2957 9.5771 0.1 0.1 -0.1 0.312
H -1.1682 0.8557 8.1100 0.2 0.0 0.1 -0.306
H -1.0907 -0.8677 8.4449 0.1 0.0 0.1 0.396
C 2.5213 -7.0556 1.2153 0.0 0.0 0.0 -1.131
C 1.1711 -7.0554 1.9197 0.4 0.0 0.1 -0.324
C 0.0647 -7.7237 1.1022 -0.1 0.0 0.4 -0.479
C -0.2523 -6.9735 -0.1164 -0.1 -0.1 -0.2 0.284
N -0.4997 -6.3876 -1.0752 0.1 0.0 0.3 -0.448
H 2.4916 -6.4658 0.2958 0.0 0.0 0.1 0.247
H 3.2833 -6.6195 1.8649 0.0 0.0 -0.1 0.330
H 2.8336 -8.0727 0.9625 0.0 0.0 0.0 0.420
H 0.8921 -6.0246 2.1621 -0.1 -0.1 0.0 0.153
H 1.2738 -7.5899 2.8694 -0.2 0.0 -0.1 0.357
H -0.8361 -7.7956 1.7195 0.0 0.0 -0.2 0.289
H 0.3527 -8.7470 0.8441 0.0 0.1 -0.1 0.310
C 3.1837 3.5047 -6.7455 -0.1 0.0 0.1 -1.129
C 3.9811 4.2382 -5.6740 -0.3 0.1 -0.3 -0.391
C 5.2987 3.5444 -5.3258 0.0 0.3 0.1 -0.482
C 5.0880 2.2456 -4.6779 0.1 -0.2 0.0 0.278
N 4.9234 1.2256 -4.1709 -0.1 0.3 -0.1 -0.415
H 2.8692 2.5152 -6.4034 0.0 0.0 -0.1 0.300
H 2.2834 4.0707 -6.9971 0.1 -0.1 0.0 0.280
H 3.7724 3.3822 -7.6584 -0.1 0.0 0.1 0.410
H 3.3637 4.3496 -4.7765 0.2 0.0 0.0 0.268
H 4.2026 5.2471 -6.0358 0.1 -0.1 0.1 0.324
H 5.8698 4.1880 -4.6497 0.0 -0.2 0.0 0.288
H 5.9049 3.4167 -6.2273 -0.1 -0.1 0.1 0.297